{
  "formula": "C17H52N4O9",
  "method": "ωB97M-V/def2-TZVPD",
  "total_energy_ev": -42853.2343,
  "e_lumo_ev": 0.234,
  "de_lowest_kcal_mol": 173.8,
  "homo_lumo_gap_ev": 8.42,
  "mol_weight_g_mol": 456.6,
  "e_homo_ev": -8.19,
  "species": ["O", "C", "H", "H", "H", "H", "H", "O", "C", "H", "C", "N", "H", "C", "C", "C", "C", "C", "H", "H", "O", "H", "H", "O", "H", "H", "H", "H", "C", "H", "O", "C", "O", "H", "H", "N", "H", "H", "O", "H", "H", "O", "H", "C", "N", "H", "H", "C", "H", "H", "C", "H", "C", "C", "H", "O", "H", "H", "H", "H", "H", "H", "H", "H", "H", "H", "H", "H", "H", "H", "H", "H", "C", "N", "H", "H", "H", "H", "H", "C", "H", "H"],
  "positions_angstrom": [[2.40382, -3.32910, 2.11613], [4.10541, -4.87831, 2.73845], [-0.86546, -3.35970, 0.74927], [1.58554, -0.91115, 0.06552], [3.73946, -4.67181, 3.76482], [2.98300, -0.86492, 1.71182], [0.23546, 2.16293, 1.77062], [-0.59679, 2.61429, 1.86042], [1.51949, -0.99395, -1.01123], [-1.73419, -2.36903, 3.56769], [2.53780, 1.97652, 3.73247], [-3.70601, 0.61956, -2.11174], [3.35682, -4.82404, 0.06877], [2.94796, -0.23237, 2.64551], [-2.57647, 3.84333, -3.34516], [-1.17630, -0.53437, 1.89017], [0.37369, 0.00989, -1.50016], [3.77292, -3.86074, 0.39953], [-4.50063, 2.91835, -3.11211], [-3.44511, 1.30818, -1.30417], [-2.40133, -1.73284, -1.87582], [-3.14250, -2.12906, -1.36197], [-0.54881, 0.36471, -3.35825], [-1.88130, 4.99738, -3.68224], [0.35074, -1.13080, -3.22769], [3.78357, -5.79185, 2.22696], [-1.81753, 1.74538, 3.31730], [-6.42763, 1.86757, -3.02021], [-2.46117, -2.26438, -3.18243], [-0.48308, -0.10006, 2.50562], [0.68311, 1.15919, -1.05856], [-0.77697, -1.97945, 1.70205], [-5.02348, -0.18942, -3.87569], [1.46772, 1.80405, 4.07443], [0.94590, 1.07987, -0.11329], [-1.98207, 2.72055, -3.13970], [-0.61866, -0.41400, -1.14513], [-2.15982, -3.31528, -3.10299], [0.91132, 2.92404, -3.10729], [-3.57362, -2.40092, -3.43813], [3.15244, 1.53986, 4.51453], [1.88924, 1.66724, 1.59317], [2.23668, 2.45630, 1.17861], [0.92384, 4.27404, -2.61726], [-3.93372, 3.80388, -3.28463], [3.73181, 1.68476, 1.98275], [-2.12678, -0.30001, 2.35534], [-1.14572, 2.51199, 3.12107], [2.47061, -0.84168, -1.59030], [-2.45647, 1.85699, -2.86605], [0.36696, -0.07669, -2.97954], [4.25730, -2.74690, 2.27521], [-0.88587, -2.67913, 3.02505], [2.76042, 1.32176, 2.40435], [-0.88482, -3.70133, 3.10700], [-1.42679, -2.59708, 0.88517], [0.98940, 2.39914, -2.33053], [2.95496, 3.01282, 3.81223], [0.31716, -2.01768, 1.42144], [-3.17726, -0.28287, -2.21041], [2.19482, -3.00874, 3.01873], [-1.58079, 3.45469, 3.38400], [-0.40049, 2.43339, 3.88926], [-1.96045, -1.69580, -3.98954], [3.28520, -3.08777, -0.21148], [1.18227, 0.47739, -3.42201], [3.95718, -0.33491, 3.19792], [0.11096, 4.23936, -1.77799], [4.86883, -3.97424, 0.23014], [-4.42229, 4.59852, -3.48504], [-0.97535, 2.82512, -3.28800], [1.82493, 4.73311, -2.17775], [-4.78952, 0.71262, -2.87753], [-5.46550, 1.82750, -2.59519], [-5.29368, 2.25941, -1.70029], [-0.06387, -2.30767, 3.65558], [-1.07655, -0.02224, 0.86941], [1.19152, -2.05122, -1.13115], [5.13774, -4.88621, 2.94260], [3.64626, -3.63133, 1.95755], [0.63035, 4.91717, -3.45363], [2.18020, -0.60181, 3.33361]],
  "atomic_forces_ev_per_a": [[-6.6, 1.4, 2.0], [-1.2, 1.2, 0.5], [-0.8, -0.9, -1.0], [0.6, 0.3, 0.3], [-0.5, -0.9, -0.4], [-0.1, 0.8, 1.0], [0.4, -0.4, 0.4], [-0.9, 0.4, -1.2], [-1.2, -0.8, -0.9], [-1.5, 0.5, 0.5], [0.2, 0.5, 2.2], [2.0, -0.2, 2.0], [-0.2, 0.2, 0.5], [1.3, 0.4, -0.1], [0.7, 7.0, -2.4], [-0.5, 0.2, -3.2], [-0.2, -8.1, -0.9], [1.5, -0.4, 0.8], [1.5, 2.1, -0.9], [-0.9, -2.0, -2.1], [-0.3, 0.4, 0.7], [1.0, 0.3, -0.4], [-0.2, 0.1, -0.4], [-3.5, -5.4, 1.7], [0.2, -0.1, -0.4], [-0.2, 0.1, 0.7], [-1.5, -1.6, -0.2], [1.5, 0.2, 0.9], [-2.7, -2.1, -0.8], [2.0, 1.2, 1.6], [1.3, 6.6, 3.5], [6.2, 5.2, 8.0], [0.6, 4.8, 5.0], [1.3, 0.7, -0.5], [-0.2, 0.4, -0.8], [2.4, -1.8, 0.4], [0.9, 0.5, -0.1], [0.7, 0.2, -0.5], [1.1, 1.5, -1.0], [1.5, 0.7, -0.2], [0.1, -0.6, 0.1], [-6.8, 2.2, -7.2], [-0.7, 0.5, -0.6], [-2.2, 0.1, 1.2], [0.9, -2.3, 0.9], [0.1, -0.5, 0.7], [-0.5, -0.5, -0.3], [1.4, 1.7, 0.9], [-0.8, 0.1, 0.8], [0.6, 0.7, -0.5], [-1.0, 0.3, -0.7], [0.3, -0.6, -0.4], [1.8, 2.8, 2.3], [8.1, -3.6, 6.0], [0.3, -2.7, -0.7], [-6.2, -5.8, -9.0], [0.1, -1.1, 1.0], [-1.3, -0.3, -0.5], [-0.4, 0.7, 0.4], [-0.1, 1.1, 0.6], [0.2, -0.4, -0.7], [-0.8, 0.6, -0.1], [0.8, -0.3, 0.5], [-0.1, -0.1, 1.0], [0.5, 0.0, 0.4], [0.4, -0.2, -0.2], [-1.6, 0.0, -0.9], [1.3, 0.9, -1.5], [-0.7, 0.4, -0.5], [-1.1, 2.4, -0.6], [0.0, -0.8, 0.2], [0.3, -1.0, -0.2], [0.1, -4.8, -4.2], [-4.3, -0.2, -1.0], [-0.6, -0.1, 0.1], [0.1, -0.2, 0.2], [-0.4, -0.5, 1.5], [0.2, 0.5, -0.3], [1.6, -0.1, -0.5], [5.1, -1.0, -2.4], [-0.3, -0.2, 0.5], [-0.1, 0.0, -0.2]],
  "lowdin_charge": [-0.057, -0.033, 0.138, 0.029, 0.087, 0.070, 0.005, -0.093, -0.025, 0.070, -0.043, 0.119, 0.076, -0.024, -0.582, -0.012, -0.594, -0.026, 0.027, 0.182, -0.181, 0.122, 0.069, -0.148, 0.084, 0.086, 0.044, 0.173, -0.146, 0.034, -0.011, -0.687, -0.086, 0.093, 0.098, 0.176, 0.123, 0.078, -0.158, 0.100, 0.072, -0.007, 0.154, -0.145, 0.146, 0.158, 0.090, -0.183, 0.108, 0.065, -0.049, 0.130, -0.031, -0.620, 0.058, 0.065, -0.001, 0.102, 0.128, 0.068, 0.110, 0.082, 0.056, 0.095, 0.053, 0.090, 0.111, 0.110, 0.087, 0.059, 0.081, 0.067, -0.582, 0.099, 0.124, 0.083, 0.105, 0.085, 0.054, -0.593, 0.071, 0.069]
}